1.
The following is a DFT calculation (ωB97M-V with the def2-TZVPD basis set) of an isolated molecule of C20H26O4.

Last column: Löwdin charge in e.
Atoms and positions in Å:
C -1.14496 1.17403 -3.88185  -0.072
O 0.10319 0.65233 -4.27444  -0.071
C 0.97831 0.09857 -3.38730  -0.211
C 2.00860 -0.60030 -4.02844  0.067
C 2.98543 -1.27982 -3.33258  -0.194
O 4.01141 -1.96615 -3.89262  -0.054
C 4.11426 -1.98781 -5.29526  -0.078
C 2.93248 -1.28529 -1.91833  -0.194
O 3.92532 -1.97836 -1.28888  -0.066
C 3.91744 -2.01826 0.11490  -0.084
C 1.91429 -0.60561 -1.29222  0.034
C 0.92710 0.11293 -1.99020  -0.135
C -0.05046 0.85066 -1.20407  0.015
C -0.67276 0.42680 -0.09166  -0.147
C -0.63811 -0.91563 0.57546  -0.132
C -1.99042 -0.99430 1.29414  -0.129
C -2.30712 0.45155 1.69413  -0.211
C -1.68807 0.84834 3.04878  -0.262
C -2.27104 0.01152 4.20823  -0.160
C -2.58528 1.01388 5.31809  -0.197
C -3.01003 2.25635 4.54438  -0.192
C -1.98714 2.31700 3.41209  -0.145
C -1.66918 1.27031 0.58291  -0.333
O -1.94941 2.41329 0.29157  0.093
H -1.06426 2.21595 -3.56135  0.095
H -1.60400 0.58082 -3.08779  0.096
H -1.77159 1.13159 -4.77427  0.095
H 1.99617 -0.58117 -5.10552  0.119
H 5.00165 -2.57919 -5.51485  0.095
H 4.23841 -0.98042 -5.70506  0.098
H 3.24038 -2.46073 -5.75495  0.098
H 4.02208 -1.01789 0.54888  0.098
H 4.77836 -2.62275 0.39591  0.094
H 3.00534 -2.48703 0.50049  0.095
H 1.88021 -0.56126 -0.21745  0.104
H -0.29063 1.85786 -1.51930  0.120
H 0.17131 -0.95573 1.30965  0.115
H -0.48680 -1.72707 -0.13698  0.124
H -2.75230 -1.35539 0.60049  0.122
H -1.96174 -1.66759 2.14870  0.109
H -3.38129 0.64709 1.73881  0.159
H -0.60718 0.69703 2.98389  0.144
H -1.58260 -0.76404 4.54246  0.110
H -3.19572 -0.47123 3.88762  0.115
H -3.35482 0.65017 5.99797  0.106
H -1.68639 1.22964 5.89820  0.111
H -3.00778 3.15784 5.15501  0.106
H -4.01420 2.11614 4.14107  0.112
H -1.07674 2.80204 3.76746  0.117
H -2.34972 2.87927 2.55406  0.101

HOMO level = -0.28155 hartree
SMILES = COc1cc(OC)c(OC)cc1/C=C1\CC[C@@H](C2CCCC2)C1=O
Relative energy (zero: lowest compared OMol25 entry of this formula, charge and spin) = 0.6257 eV
Total charge = 0

---

2.
The following is a DFT calculation (ωB97M-V with the def2-TZVPD basis set) of a cluster of 2 separate species, C20H27BBrF3N in total.

Last column: Löwdin charge in e.
Atoms and positions in Å:
F -2.88701 2.52113 3.82552  0.122
C -2.83911 3.72180 4.49081  -0.505
F -4.05692 4.32923 4.31527  0.112
F -2.71062 3.44729 5.82807  0.115
C -1.68864 4.56878 3.99822  -0.123
C -1.91964 5.71588 3.22566  0.007
C -0.83057 6.30090 2.56254  -0.028
C 0.43989 5.72413 2.62386  -0.208
C 1.60216 6.23017 1.77039  -0.101
C 2.62135 5.32669 1.08416  -0.207
C 3.62862 5.99412 0.36163  -0.077
C 4.78947 5.33684 -0.01906  -0.090
C 4.94961 3.98017 0.28497  -0.085
C 3.93192 3.29953 0.96112  -0.068
C 2.75754 3.96208 1.34274  -0.036
C 0.67621 4.78911 3.64086  -0.042
C -0.38398 4.17971 4.29983  -0.003
H -2.91717 6.11624 3.12747  0.118
H -0.97013 7.23035 2.00835  0.113
H 1.27661 7.08181 1.13726  0.127
H 3.49279 7.06281 0.15535  0.099
H 5.58151 5.90028 -0.51258  0.104
H 5.88316 3.46796 0.01581  0.110
H 4.08129 2.25803 1.23694  0.108
H 1.97211 3.40730 1.87109  0.112
H 1.71394 4.57701 3.93113  0.127
H -0.18144 3.38951 5.01761  0.130
C 3.83118 11.93459 1.22941  -0.048
C 3.16685 10.85444 2.04442  -0.211
N 4.00044 10.53042 3.25857  -0.237
C 5.39169 10.04140 2.82368  -0.157
C 5.27665 8.87409 1.86393  -0.059
C 4.16309 11.71188 4.20754  -0.144
C 4.67455 11.10722 5.51120  -0.034
B 3.32657 9.52180 4.22334  -0.683
Br 1.42495 9.51903 4.39505  0.883
H 2.24172 6.61342 2.52662  0.089
H 3.13034 12.23538 0.44180  0.104
H 4.07914 12.80937 1.84279  0.086
H 4.74784 11.55810 0.74820  0.090
H 2.17716 11.16566 2.40086  0.095
H 3.05412 9.94306 1.44554  0.120
H 5.95207 10.89908 2.40837  0.141
H 5.89489 9.72268 3.73836  0.116
H 6.27936 8.58233 1.53428  0.105
H 4.82270 7.98655 2.33585  0.085
H 4.68323 9.08774 0.96127  0.075
H 4.86027 12.44113 3.76476  0.140
H 3.17770 12.17317 4.34654  0.141
H 4.69708 11.83401 6.32691  0.119
H 4.02033 10.27439 5.85510  0.081
H 5.67091 10.69619 5.35980  0.093
H 3.97393 8.55215 4.44070  0.080

HOMO level = -0.41041 hartree
Total charge = +1

---

3.
The following is a DFT calculation (ωB97M-V with the def2-TZVPD basis set) of a structure of composition C20H27Cl5CsN2OS2Sb.

Last column: Löwdin charge in e.
Atoms and positions in Å:
Cs -1.44430 1.63499 1.02559  0.754
C 2.79520 -2.38591 -1.94891  -0.055
C 2.36520 -3.72081 -1.32671  -0.393
C 2.00900 -4.72591 -2.42511  -0.082
C 1.22760 -3.47961 -0.36261  -0.222
C 1.48320 -3.34401 0.99789  -0.037
C 0.46200 -3.06891 1.89009  -0.047
C -0.84790 -2.92251 1.45089  -0.285
C -1.95310 -2.64341 2.42469  -0.049
C -1.10220 -3.05071 0.09139  -0.026
C -0.07950 -3.31991 -0.80151  -0.023
H 3.59510 -2.53481 -2.67511  0.073
H 3.14650 -1.70161 -1.17861  0.081
H 1.95220 -1.92121 -2.45631  0.083
H 3.20900 -4.13031 -0.75441  0.126
H 1.26120 -4.31481 -3.10041  0.073
H 1.62150 -5.64871 -1.99251  0.078
H 2.89570 -4.96411 -3.01161  0.070
H 2.49670 -3.44491 1.36529  0.108
H 0.68100 -2.94641 2.94099  0.105
H -1.64050 -1.89531 3.15199  0.062
H -2.21330 -3.55041 2.97489  0.079
H -2.84310 -2.28921 1.90619  0.079
H -2.10720 -2.92951 -0.28801  0.116
H -0.30990 -3.39501 -1.85321  0.113
Cl -1.19420 4.22789 8.04949  0.624
C -0.79980 3.56769 6.50359  -0.741
C -0.87010 4.35829 5.36469  -0.706
Cl -1.41950 5.99069 5.48299  0.657
C -0.49930 3.84119 4.12109  -0.606
Cl -0.57080 4.83959 2.72139  0.706
C -0.06980 2.49909 3.94359  -0.577
O 0.27620 2.04619 2.81059  -0.508
C -0.06000 1.72109 5.13129  -0.606
Cl 0.37050 0.05619 4.98749  0.685
C -0.39450 2.24569 6.38509  -0.713
Cl -0.26580 1.26489 7.79719  0.647
S -3.00700 1.87199 -1.56681  -0.693
N 2.47200 3.45429 1.59249  0.089
C 2.61010 3.88799 0.33339  -1.034
N 1.52070 3.96689 -0.45011  0.097
S 4.08960 4.39099 -0.24481  0.470
H 1.62670 2.99469 1.93999  0.043
H 3.30940 3.34589 2.13979  0.084
H 0.60500 3.67299 -0.13891  0.063
H 1.63490 4.23799 -1.41151  0.090
C -1.82430 1.39859 -6.36511  -0.421
Sb -2.39430 1.75099 -4.04481  0.806
C -3.65020 -0.01931 -4.17351  -0.404
C -0.57150 0.64029 -3.59851  -0.396
H -1.78820 0.33729 -6.60791  -0.080
H -0.84530 1.82059 -6.59881  -0.073
H -2.54790 1.86299 -7.03911  -0.078
H -3.30950 -0.68741 -4.95711  -0.031
H -4.67910 0.26719 -4.37091  -0.028
H -3.61700 -0.52731 -3.21601  -0.049
H -0.29930 0.02829 -4.45191  -0.028
H -0.73960 0.00669 -2.73171  -0.041
H 0.24190 1.33219 -3.38151  -0.027

HOMO level = 0.01986 hartree
Relative energy (zero: lowest compared OMol25 entry of this formula, charge and spin) = 0.4601 eV
Total charge = -2

---

4.
The following is a DFT calculation (ωB97M-V with the def2-TZVPD basis set) of an isolated molecule of C20H27ClN2.

Last column: Löwdin charge in e.
Atoms and positions in Å:
C -2.83813 -4.35543 -0.06387  -0.085
C -1.39796 -3.97370 -0.40265  -0.441
C -0.43908 -5.04145 0.11831  -0.079
C -1.07973 -2.59072 0.17559  -0.187
C 0.26458 -2.02866 -0.28504  -0.159
C 0.43662 -0.55442 0.12059  -0.286
C -0.34331 0.36938 -0.82427  -0.154
C -0.51841 1.76256 -0.22807  -0.224
N -1.15189 2.67872 -1.16662  -0.061
C -2.46019 2.26233 -1.65856  -0.178
C -3.41591 1.84891 -0.56493  -0.288
C -4.01859 2.79269 0.26310  -0.025
C -4.83468 2.35613 1.29179  -0.068
C -5.02065 0.99293 1.46424  -0.066
C -4.37682 0.13286 0.58928  -0.139
N -3.59746 0.54476 -0.39476  0.107
C 1.89198 -0.16648 0.15687  -0.210
C 2.45631 0.37038 1.30704  -0.030
C 3.78956 0.73813 1.35048  -0.103
C 4.57501 0.56442 0.22446  -0.681
Cl 6.24534 1.01868 0.26544  0.659
C 4.03812 0.02924 -0.93481  -0.098
C 2.70392 -0.33046 -0.96032  -0.026
H -3.08698 -5.32699 -0.48493  0.073
H -3.53366 -3.62092 -0.46386  0.069
H -2.97213 -4.40586 1.01496  0.079
H -1.30272 -3.92208 -1.49324  0.135
H 0.58353 -4.83013 -0.18233  0.068
H -0.71182 -6.01863 -0.27449  0.075
H -0.47767 -5.08702 1.20485  0.082
H -1.08989 -2.64941 1.26689  0.125
H -1.87377 -1.90411 -0.12407  0.097
H 1.07582 -2.60908 0.15822  0.117
H 0.34141 -2.11903 -1.36991  0.122
H 0.02555 -0.43524 1.12944  0.140
H -1.32853 -0.05976 -1.00084  0.081
H 0.17675 0.45723 -1.77856  0.125
H -1.08475 1.67195 0.71634  0.120
H 0.46297 2.18497 0.00984  0.120
H -1.23058 3.58919 -0.72319  0.104
H -2.87733 3.09961 -2.22370  0.120
H -2.31845 1.42066 -2.33884  0.112
H -3.85133 3.84704 0.09673  0.112
H -5.31806 3.06567 1.94840  0.105
H -5.64720 0.60968 2.25439  0.099
H -4.48539 -0.94090 0.67849  0.101
H 1.84494 0.50551 2.18775  0.115
H 4.21634 1.15502 2.24941  0.103
H 4.65993 -0.10279 -1.80652  0.104
H 2.29198 -0.74758 -1.86632  0.116

HOMO level = -0.32161 hartree
SMILES = CC(C)CC[C@H](CCNCc1ccccn1)c1ccc(Cl)cc1
Relative energy (zero: lowest compared OMol25 entry of this formula, charge and spin) = 0.1201 eV
Total charge = 0

---

5.
The following is a DFT calculation (ωB97M-V with the def2-TZVPD basis set) of a cluster of 5 separate species, C20H27F12N3O10 in total.

Last column: Löwdin charge in e.
Atoms and positions in Å:
N -3.77799 1.76281 -0.67690  0.119
C -4.29287 0.63838 -0.08058  -0.156
N -5.21749 0.48898 1.13995  0.048
C -4.86818 -0.83448 1.85257  -0.097
C -3.57263 -1.34115 0.97171  -0.191
C -3.03980 -2.88588 1.11205  -0.375
O -1.70214 -3.13809 1.05780  -0.158
O -3.92043 -4.06795 1.34381  -0.248
N -4.05462 -0.85029 -0.40995  0.091
H -2.85316 2.15253 -0.32264  0.105
H -4.19954 2.28016 -1.49119  0.149
H -4.93691 1.26829 1.80070  0.135
H -4.49899 -0.48429 2.90831  0.144
H -5.82335 -1.50782 1.75797  0.151
H -2.75226 -0.50535 1.20205  0.144
H -3.30225 -1.03586 -1.11739  0.148
C 2.74823 -0.07221 2.19613  -0.054
C 2.22884 -0.31242 0.79070  -0.199
O 0.97317 0.35682 0.59626  0.017
C 1.04146 1.69220 0.28743  -0.323
O 2.09400 2.31478 0.17993  0.153
C -0.35585 2.26277 0.05847  -0.459
F -1.25133 1.86189 1.00701  0.125
F -0.87649 1.87900 -1.14245  0.135
F -0.38368 3.62560 0.06667  0.131
H 1.99782 -0.36227 2.93863  0.088
H 3.66299 -0.64433 2.37393  0.061
H 2.96518 0.98785 2.36099  0.082
H 2.04458 -1.38207 0.64666  0.136
H 2.95803 -0.00641 0.03173  0.113
C 8.60661 1.00863 -1.08324  -0.064
C 7.57783 0.24837 -1.89951  -0.210
O 7.12662 -0.91324 -1.18574  0.013
C 6.14952 -0.70307 -0.24532  -0.318
O 5.66783 0.39825 0.00387  0.141
C 5.72974 -2.02261 0.39734  -0.462
F 6.79404 -2.80808 0.73293  0.147
F 4.95021 -2.77292 -0.43327  0.148
F 5.01087 -1.85325 1.54308  0.122
H 9.42982 0.34886 -0.79069  0.085
H 9.01098 1.84836 -1.65514  0.084
H 8.16789 1.39818 -0.15926  0.078
H 8.03742 -0.10737 -2.82745  0.127
H 6.73340 0.88714 -2.18290  0.126
C -0.98249 6.42957 0.62495  -0.072
C -0.70493 7.37919 -0.52565  -0.203
O -1.89860 8.08806 -0.89317  0.008
C -2.20903 9.18549 -0.12993  -0.323
O -1.53453 9.56761 0.82194  0.147
C -3.46653 9.86996 -0.65968  -0.471
F -4.46217 8.98591 -0.95879  0.137
F -3.22526 10.57245 -1.80373  0.144
F -4.00405 10.75708 0.22477  0.143
H -1.81121 5.75801 0.37842  0.074
H -0.09693 5.83077 0.85504  0.075
H -1.27444 6.97679 1.52677  0.082
H -0.39171 6.80681 -1.40492  0.127
H 0.10763 8.07566 -0.28884  0.129
C -2.00807 -6.91079 0.90140  -0.063
C -1.06178 -7.74489 0.05788  -0.214
O -1.78966 -8.73223 -0.68893  0.005
C -2.36848 -8.30161 -1.85633  -0.327
O -2.29548 -7.14779 -2.26910  0.144
C -3.06267 -9.45860 -2.57041  -0.472
F -3.80534 -10.23079 -1.72513  0.137
F -2.17217 -10.29973 -3.17047  0.138
F -3.91553 -9.04606 -3.55051  0.137
H -2.62184 -7.55346 1.54079  0.083
H -1.45122 -6.21152 1.53122  0.083
H -2.69654 -6.33769 0.27249  0.071
H -0.37023 -8.28668 0.71139  0.121
H -0.45390 -7.12001 -0.60650  0.124

HOMO level = -0.28118 hartree
Total charge = 0